Run 1
The following is a DFT calculation (ωB97M-V/def2-TZVPD) of C2H6N2O2 as an isolated structure.

XYZ file:
```
12
Properties=species:S:1:pos:R:3:lowdin_charge:R:1
O 0.82 1.71 -0.27 -0.131
O 1.88 -1.45 0.00 0.007
N -0.39 -0.67 -0.41 -0.059
N 1.46 0.65 0.30 -0.053
C 1.03 -0.53 -0.06 -0.556
C -1.47 -0.13 0.32 -0.136
H -0.56 -1.65 -0.71 0.145
H 0.20 0.98 -1.13 0.267
H -1.67 1.04 -0.13 0.139
H 2.40 0.93 0.70 0.199
H -1.39 -0.10 1.42 0.085
H -2.30 -0.79 -0.03 0.091
```

Output
**E_HOMO**: -8.83 eV


Run 2
The following is a DFT calculation (ωB97M-V/def2-TZVPD) of an isolated molecule of C2H6N2O2.

XYZ file:
```
12
Properties=species:S:1:pos:R:3:lowdin_charge:R:1
O -2.06 -0.59 0.11 0.082
O 0.47 -0.84 -0.74 -0.200
N 0.64 -1.56 0.49 0.030
N 0.69 1.42 0.36 0.087
C -1.39 0.35 -0.21 -0.228
C 0.05 0.56 -0.58 -0.379
H -1.83 1.38 -0.13 0.122
H 1.63 1.66 0.07 0.090
H 0.68 1.00 1.28 0.087
H -0.25 -2.01 0.72 0.068
H 0.12 0.96 -1.60 0.158
H 1.26 -2.34 0.23 0.082
```

Output
**SMILES string**: NO[C@H](N)C=O
**E_HOMO**: -9.42 eV


Run 3
The following is a DFT calculation (ωB97M-V/def2-TZVPD) of a 2-piece molecular cluster, C2H6N2O2 overall.

XYZ file:
```
12
Properties=species:S:1:pos:R:3:lowdin_charge:R:1
O 0.57 -0.80 1.41 0.030
O -0.84 0.35 -2.11 -0.151
N -0.39 0.46 -0.09 -0.037
N 0.33 -0.49 0.26 -0.349
C -1.24 1.14 0.87 -0.065
C 1.21 -1.05 -0.81 0.016
H -0.80 1.17 1.93 0.096
H -1.21 2.24 0.67 0.095
H 1.74 -2.02 -0.56 0.112
H 2.05 -0.42 -0.73 0.071
H -2.19 0.63 1.01 0.089
H 0.77 -1.21 -1.84 0.091
```

Output
**E_HOMO (spin up / spin down)**: -10.47 / -10.10 eV


The structure with the greatest stability is run 2.


Run 1
The following is a DFT calculation (ωB97M-V/def2-TZVPD) of a 2-piece molecular cluster, CHN3O overall.

XYZ file:
```
6
Properties=species:S:1:pos:R:3:lowdin_charge:R:1
O 2.49 1.42 0.73 0.128
N -0.59 -1.13 -0.98 0.055
N 2.30 0.14 -1.11 0.221
N 2.43 0.81 -0.23 -0.314
C 0.31 -1.60 -0.51 -0.162
H 1.32 -1.85 -0.09 0.073
```

Output
**SMILES string**: N#[N+][O-].C#N
**E_HOMO**: -12.15 eV


Run 2
The following is a DFT calculation (ωB97M-V/def2-TZVPD) of an isolated molecule of CHN3O.

XYZ file:
```
6
Properties=species:S:1:pos:R:3:lowdin_charge:R:1
O 0.22 -1.07 -0.03 -0.025
N 0.44 1.10 -0.01 0.048
N -1.03 -0.53 0.03 0.032
N -0.90 0.73 -0.01 -0.013
C 1.09 -0.05 0.01 -0.175
H 2.15 -0.20 0.10 0.133
```

Output
**SMILES string**: c1nnno1
**E_HOMO**: -12.00 eV


The structure with the greatest stability is run 2.


Run 1
The following is a DFT calculation (ωB97M-V/def2-TZVPD) of an isolated molecule of C4H3ClN2S.

XYZ file:
```
11
Properties=species:S:1:pos:R:3:lowdin_charge:R:1
Cl 3.00 -0.01 -0.71 0.618
S -3.17 -0.13 0.29 0.473
N -0.84 0.99 -0.57 0.058
N -0.53 -0.80 1.05 0.034
C 0.83 -0.81 0.80 -0.127
C -1.40 -0.03 0.21 -0.772
C 0.45 1.09 -0.59 -0.166
C 1.35 0.12 -0.03 -0.629
H 1.07 2.01 -1.00 0.150
H -0.89 -1.78 1.44 0.202
H 1.65 -1.49 1.27 0.159
```

Output
**SMILES string**: S=c1ncc(Cl)c[nH]1
**E_HOMO**: -8.37 eV


Run 2
The following is a DFT calculation (ωB97M-V/def2-TZVPD) of C4H3ClN2S as an isolated structure.

XYZ file:
```
11
Properties=species:S:1:pos:R:3:lowdin_charge:R:1
Cl 1.88 -2.03 0.01 0.726
S -2.84 -0.87 -0.07 0.666
N 2.03 0.48 -0.04 0.086
N -0.15 1.27 -0.10 0.126
C 1.24 -0.46 -0.25 -0.782
C -1.05 -1.03 -0.16 -0.391
C -0.04 -0.10 -0.11 -0.476
C 1.13 1.54 -0.06 -0.194
H 1.59 2.61 0.18 0.154
H -2.99 0.60 0.85 0.080
H -0.80 -2.01 -0.25 0.004
```

Output
**E_HOMO**: -9.43 eV


The structure with the greatest stability is run 1.


Run 1
The following is a DFT calculation (ωB97M-V/def2-TZVPD) of a 2-piece molecular cluster, C4H8OS overall.

XYZ file:
```
14
Properties=species:S:1:pos:R:3:lowdin_charge:R:1
S 1.21 1.30 0.44 0.718
O 0.39 -0.04 -1.83 -0.044
C -1.22 1.51 1.05 -0.046
C 1.23 -1.37 0.21 -0.105
C 1.20 -0.09 -0.75 -0.838
C -2.06 0.73 0.43 -0.063
H -1.16 2.38 1.54 -0.010
H 1.77 -1.19 1.02 -0.008
H -1.70 -0.19 -0.21 0.090
H -0.49 -0.18 -1.40 0.062
H 2.17 -0.15 -1.10 0.063
H 0.15 -1.41 0.48 0.063
H -3.02 1.03 0.47 0.021
H 1.52 -2.32 -0.36 0.099
```

Output
**E_HOMO (spin up / spin down)**: -8.57 / -8.57 eV


Run 2
The following is a DFT calculation (ωB97M-V/def2-TZVPD) of an isolated molecule of C4H8OS.

XYZ file:
```
14
Properties=species:S:1:pos:R:3:lowdin_charge:R:1
S 1.85 -0.20 1.85 0.834
O 1.05 1.11 -1.17 -0.098
C 0.41 0.45 0.85 -0.520
C 0.13 -0.59 1.83 -0.520
C -1.07 0.06 -1.17 -0.054
C 0.35 -0.06 -0.54 -0.415
H 0.66 -0.96 -0.92 0.109
H -1.47 1.02 -0.99 0.050
H -0.40 -0.42 2.83 0.109
H -0.16 1.40 1.24 0.177
H -1.72 -0.93 -0.97 0.122
H 1.28 0.71 -2.02 0.079
H -0.86 -0.07 -2.35 0.118
H -0.04 -1.51 1.53 0.009
```

Output
**SMILES string**: C[C@@H](O)[C@H]1CS1
**E_HOMO**: -8.79 eV


Run 3
The following is a DFT calculation (ωB97M-V/def2-TZVPD) of C4H8OS as an isolated structure.

XYZ file:
```
14
Properties=species:S:1:pos:R:3:lowdin_charge:R:1
S -0.15 0.96 2.36 0.658
O -1.75 -1.11 -0.66 -0.040
C -0.16 0.96 0.51 -0.528
C 1.11 0.71 -0.28 -0.229
C -0.52 -0.84 -0.04 -0.297
C 0.78 -0.67 -0.85 -0.160
H -0.39 -1.39 0.96 0.129
H -1.45 0.85 2.73 -0.145
H -1.05 1.62 0.21 0.100
H 1.22 1.35 -1.07 0.073
H 2.01 0.68 0.36 0.118
H -1.59 -0.90 -1.61 0.107
H 0.59 -0.69 -1.97 0.126
H 1.36 -1.54 -0.66 0.089
```

Output
**E_HOMO**: -7.95 eV


The structure with the greatest stability is run 3.


Run 1
The following is a DFT calculation (ωB97M-V/def2-TZVPD) of an isolated molecule of CH5NOS3.

XYZ file:
```
11
Properties=species:S:1:pos:R:3:lowdin_charge:R:1
S -1.06 -1.11 -0.05 0.699
S -0.58 1.48 2.42 -0.012
S -0.21 1.04 0.57 0.131
O 0.15 -1.73 -0.35 -0.521
N -1.95 -0.73 -1.43 -0.251
C 1.74 0.54 0.57 -0.290
H 2.28 1.28 1.13 0.010
H -1.46 -0.61 -2.33 0.064
H 2.22 0.26 -0.39 0.045
H -2.73 -0.04 -1.38 0.083
H 1.60 -0.39 1.24 0.041
```

Output
**SMILES string**: CS(=S)#S(N)=O
**E_HOMO (spin up / spin down)**: -7.75 / -7.75 eV


Run 2
The following is a DFT calculation (ωB97M-V/def2-TZVPD) of an isolated molecule of CH5NOS3.

XYZ file:
```
11
Properties=species:S:1:pos:R:3:lowdin_charge:R:1
S 2.07 1.01 1.81 -0.020
S -1.10 -0.37 0.85 0.747
S 0.98 0.84 0.20 0.193
O -1.19 -1.39 -0.14 -0.524
N -2.30 0.72 0.52 -0.235
C 1.66 -0.50 -0.79 -0.432
H 2.67 -0.77 -0.95 0.041
H 1.16 -1.49 -0.38 0.072
H -2.35 1.53 1.05 0.014
H 1.13 -0.29 -1.69 0.011
H -2.72 0.71 -0.49 0.134
```

Output
**SMILES string**: CS(=S)#S(N)=O
**E_HOMO (spin up / spin down)**: -7.64 / -7.64 eV


The structure with the greatest stability is run 2.


Run 1
The following is a DFT calculation (ωB97M-V/def2-TZVPD) of an isolated molecule of C4H9N3O2.

XYZ file:
```
18
Properties=species:S:1:pos:R:3:lowdin_charge:R:1
O -1.61 0.77 -1.44 0.081
O -0.56 -1.19 -1.64 0.085
N -0.86 -0.23 1.65 -0.058
N -1.57 0.96 1.77 -0.006
N 1.15 -1.46 1.24 0.120
C 0.49 -0.39 0.99 -0.350
C 0.52 0.45 -0.25 -0.241
C -0.75 0.01 -1.01 -0.457
C 1.82 0.40 -1.05 -0.044
H -1.19 -1.08 2.10 0.129
H -2.40 0.97 2.37 0.088
H 1.97 1.38 -1.53 0.084
H -1.24 -1.21 -2.34 0.134
H -2.07 1.23 0.91 0.062
H 2.69 0.24 -0.41 0.085
H 1.47 -1.99 0.43 0.064
H 1.80 -0.35 -1.84 0.082
H 0.35 1.49 0.05 0.143
```

Output
**SMILES string**: [H]/N=C(/NN)[C@@H](C)C(=O)O
**E_HOMO**: -8.57 eV


Run 2
The following is a DFT calculation (ωB97M-V/def2-TZVPD) of an isolated molecule of C4H9N3O2.

XYZ file:
```
18
Properties=species:S:1:pos:R:3:lowdin_charge:R:1
O 1.59 2.27 0.00 0.176
O 1.98 -1.40 0.66 -0.049
N 1.15 -0.28 0.77 -0.016
N -0.88 0.71 -0.02 -0.057
N -0.50 -1.75 -0.46 0.031
C -1.80 0.60 1.10 -0.092
C 1.23 1.20 -0.30 -0.248
C -0.06 -0.51 -0.42 -0.572
C 0.88 0.25 -1.40 -0.025
H 1.75 -0.34 -1.71 0.128
H 1.32 -2.08 0.36 0.087
H 0.83 -0.20 1.73 0.140
H 0.41 0.75 -2.25 0.123
H -2.67 1.24 0.94 0.080
H -1.26 1.23 -0.81 0.122
H -0.50 -2.14 -1.39 0.025
H -2.15 -0.44 1.17 0.074
H -1.32 0.89 2.03 0.072
```

Output
**E_HOMO**: -8.32 eV


The structure with the greatest stability is run 1.


Run 1
The following is a DFT calculation (ωB97M-V/def2-TZVPD) of C23H20Cl2N5O4S4Ti as an isolated structure.

XYZ file:
```
59
Properties=species:S:1:pos:R:3:lowdin_charge:R:1
Ti -1.85 0.91 0.26 0.637
Cl -5.55 3.17 0.83 0.748
Cl -0.75 2.69 -1.64 0.747
S 1.81 -0.55 1.70 1.051
S 4.05 -2.04 0.33 0.648
S -0.08 1.83 1.63 0.652
S -3.61 1.48 -1.08 0.706
O -1.02 -2.84 0.84 0.122
O -4.59 -2.65 5.95 0.164
O -2.68 -1.35 5.62 0.149
O -1.33 -0.81 -0.06 -0.180
N 2.06 -4.31 -0.55 0.154
N 0.31 -1.93 -2.93 0.031
N -2.73 0.11 1.77 -0.118
N 2.83 0.27 -0.42 -0.143
N 1.86 1.20 -0.15 0.055
C -2.34 -1.20 2.02 -0.187
C -3.90 0.10 3.86 0.042
C 3.60 0.62 -4.01 -0.058
C 2.89 0.43 -2.83 -0.027
C -3.95 3.73 0.53 -0.678
C -1.51 -1.76 0.92 -0.465
C 5.65 0.82 -2.75 -0.057
C -3.82 -1.96 5.39 -0.505
C -2.66 -1.90 3.12 0.116
C -3.53 4.90 1.12 -0.073
C 2.97 -0.76 0.44 -1.047
C 1.38 -2.70 -2.32 -0.264
C -3.42 -1.24 4.17 -0.179
C 1.22 0.90 0.93 -1.047
C 0.89 -3.70 -1.27 -0.142
C -2.25 5.39 0.87 -0.031
C -3.53 0.71 2.73 -0.094
C -3.11 3.00 -0.34 -0.742
C 3.58 0.44 -1.63 -0.239
C 4.95 0.64 -1.57 -0.026
C -1.84 3.54 -0.58 -0.704
C -1.40 4.71 0.02 -0.095
C 4.97 0.81 -3.97 -0.066
H -0.24 -2.49 -3.57 0.082
H -0.40 5.07 -0.18 0.123
H -4.56 0.60 4.55 0.133
H -1.93 6.30 1.34 0.125
H -0.30 -1.55 -2.22 0.053
H 5.46 0.65 -0.61 0.118
H -3.88 1.71 2.49 0.087
H -4.21 5.43 1.77 0.120
H 1.82 0.27 -2.84 0.098
H 0.28 -3.21 -0.52 0.079
H 5.52 0.96 -4.89 0.111
H 1.94 -3.22 -3.11 0.128
H -2.34 -2.92 3.22 0.148
H 0.32 -4.51 -1.72 0.136
H 6.72 0.98 -2.72 0.113
H 2.09 -2.01 -1.85 0.068
H 2.68 -3.56 -0.15 -0.019
H 3.08 0.61 -4.96 0.111
H 1.76 -4.92 0.21 0.167
H 2.64 -4.86 -1.19 0.164
```

Output
**Net charge**: +1
**E_HOMO**: -10.82 eV


Run 2
The following is a DFT calculation (ωB97M-V/def2-TZVPD) of C23H20Cl2N5O4S4Ti as an isolated structure.

XYZ file:
```
59
Properties=species:S:1:pos:R:3:lowdin_charge:R:1
Ti 1.35 -0.33 -2.16 0.631
Cl -0.52 -1.07 -4.10 0.754
Cl 4.89 -1.16 -4.66 0.743
S 0.44 -2.07 1.54 1.064
S 2.24 0.53 -4.07 0.722
S 1.23 -2.58 -1.37 0.679
S -1.70 -1.16 3.42 0.639
O 6.07 1.43 3.08 0.152
O 0.39 0.84 -1.09 -0.160
O 4.73 -0.41 2.59 0.134
O 0.28 1.88 0.90 0.118
N -1.75 1.83 4.55 0.152
N -2.41 3.46 1.21 0.032
N -1.79 -1.33 0.70 -0.128
N -1.12 -1.70 -0.44 0.053
N 2.77 0.22 -0.95 -0.115
C 4.95 0.07 0.03 0.039
C -5.43 -0.75 0.96 -0.060
C 3.31 -3.29 -4.95 -0.075
C -3.09 -0.75 0.54 -0.237
C 2.08 -3.95 -4.99 -0.034
C -4.19 -1.35 1.13 -0.029
C 3.36 -1.94 -4.67 -0.665
C 2.19 -1.20 -4.43 -0.731
C 2.34 0.85 0.19 -0.205
C 4.46 0.59 1.29 -0.173
C -2.60 2.65 2.39 -0.279
C -4.44 0.99 -0.38 -0.065
C -5.56 0.41 0.21 -0.067
C 3.10 1.09 1.27 0.099
C 0.91 1.27 0.08 -0.479
C 0.98 -1.91 -4.48 -0.705
C 0.91 -3.26 -4.75 -0.104
C -1.14 -1.45 1.87 -1.037
C 5.31 0.75 2.47 -0.523
C 4.11 -0.12 -1.00 -0.096
C -3.19 0.41 -0.22 -0.027
C -1.51 2.81 3.44 -0.145
C 0.07 -2.11 -0.15 -1.048
H 2.05 -5.01 -5.21 0.125
H -1.51 3.26 0.78 0.052
H -2.30 0.84 -0.65 0.109
H -6.31 -1.20 1.41 0.111
H -6.53 0.87 0.08 0.110
H -0.05 -3.76 -4.75 0.122
H -4.53 1.90 -0.95 0.112
H -1.05 1.89 5.28 0.167
H -1.49 3.81 3.87 0.132
H 4.46 -0.51 -1.95 0.082
H -2.67 1.99 4.98 0.165
H -0.53 2.57 3.02 0.108
H 2.69 1.63 2.11 0.142
H -2.63 1.60 2.08 0.085
H -3.57 2.88 2.84 0.127
H 6.00 -0.18 -0.08 0.132
H 4.23 -3.83 -5.15 0.119
H -1.74 0.85 4.18 -0.021
H -2.47 4.45 1.41 0.079
H -4.07 -2.25 1.71 0.115
```

Output
**Net charge**: +1
**E_HOMO**: -10.74 eV


The structure with the greatest stability is run 2.


Run 1
The following is a DFT calculation (ωB97M-V/def2-TZVPD) of a 2-piece molecular cluster, C3H7NS2 overall.

XYZ file:
```
13
Properties=species:S:1:pos:R:3:lowdin_charge:R:1
S -0.69 1.31 2.83 0.234
S 0.05 2.43 1.27 0.229
N 0.14 -1.71 -0.28 -0.018
C -0.86 -1.17 0.27 -0.066
C 0.33 -0.61 -2.40 0.002
C 0.87 -1.07 -1.27 -0.270
H -1.54 -1.80 0.83 0.073
H 1.94 -1.05 -1.12 0.099
H 0.97 -0.20 -3.17 0.044
H -0.74 -0.66 -2.55 0.054
H 0.47 0.99 3.43 -0.197
H -1.02 -0.09 0.27 0.025
H 0.08 3.62 1.89 -0.208
```

Output
**SMILES string**: C=CN=C.SS
**E_HOMO**: -8.81 eV


Run 2
The following is a DFT calculation (ωB97M-V/def2-TZVPD) of C3H7NS2 as an isolated structure.

XYZ file:
```
13
Properties=species:S:1:pos:R:3:lowdin_charge:R:1
S 2.23 -1.00 -0.38 0.688
S 0.96 1.54 0.12 0.749
N 1.39 -0.05 0.66 -0.862
C -0.41 -0.74 0.81 -0.084
C -0.75 1.34 -0.53 -0.404
C -0.93 -0.26 -0.48 -0.265
H 3.24 -1.24 0.30 -0.210
H -1.27 1.83 0.20 0.018
H -0.98 -0.39 1.64 0.090
H -0.48 -0.74 -1.29 0.072
H -0.90 1.82 -1.45 0.050
H -1.98 -0.36 -0.47 0.098
H -0.14 -1.75 0.88 0.060
```

Output
**E_HOMO**: -8.15 eV


Run 3
The following is a DFT calculation (ωB97M-V/def2-TZVPD) of an isolated molecule of C3H7NS2.

XYZ file:
```
13
Properties=species:S:1:pos:R:3:lowdin_charge:R:1
S 1.23 -1.56 0.81 0.485
S 2.01 -0.63 -0.89 0.479
N -0.34 1.17 0.98 0.010
C -0.47 -1.16 0.35 -0.537
C 0.64 0.57 -1.14 -0.487
C -0.54 0.28 -0.16 -0.504
H 0.33 0.45 -2.18 0.066
H -0.76 -1.86 -0.42 0.064
H -1.08 0.99 1.66 0.077
H -1.51 0.44 -0.60 0.132
H -1.14 -1.34 1.21 0.086
H 1.04 1.62 -1.00 0.087
H 0.57 1.02 1.38 0.041
```

Output
**SMILES string**: NC1CSSC1
**E_HOMO**: -8.07 eV


Run 4
The following is a DFT calculation (ωB97M-V/def2-TZVPD) of an isolated molecule of C3H7NS2.

XYZ file:
```
13
Properties=species:S:1:pos:R:3:lowdin_charge:R:1
S 0.29 -1.13 -0.34 0.865
S 1.46 1.60 -0.33 0.587
N 2.65 -0.77 0.30 -0.026
C 1.60 -0.03 -0.10 -1.259
C -1.24 -0.09 -0.67 -0.516
C -1.83 0.63 0.58 -0.161
H -0.98 0.61 -1.46 0.032
H 3.62 -0.39 0.27 0.136
H -2.00 -0.83 -1.07 0.086
H -2.34 -0.26 1.02 0.072
H 2.46 -1.77 0.37 0.065
H -2.60 1.31 0.23 0.067
H -1.08 1.11 1.22 0.053
```

Output
**SMILES string**: CCSC(N)=S
**E_HOMO**: -8.43 eV


The structure with the greatest stability is run 3.